[1]
33
Properties=species:S:1:pos:R:3:mulliken_spin:R:1 method="wB97M-V/def2-TZVPD" multiplicity=3 total_energy_ha=-2382.8866 e_above_lowest_kcal_mol=0.00 homo_energy_ev="-7.0 / -7.7" largest_force_ev_per_a=6.28
C 0.124 -0.752 -3.599 0.05
C 0.957 0.616 -3.415 0.02
H 0.768 -1.452 -4.143 -0.01
H -0.776 -0.535 -4.185 0.00
H -0.235 -1.367 -2.732 0.04
H 1.480 0.851 -2.442 0.02
H 1.834 0.473 -4.056 0.01
H 0.391 1.498 -3.744 0.00
Ni 0.304 -0.098 -1.758 1.50
C -1.535 0.490 -1.852 0.24
H -1.582 1.514 -2.248 -0.01
H -1.995 0.458 -0.861 -0.03
H -2.117 -0.164 -2.520 -0.01
I 2.121 -1.608 -1.067 0.06
N 0.767 1.355 -0.225 0.06
C 0.698 1.056 1.186 0.00
C 1.361 1.793 2.146 0.01
C 1.249 1.426 3.503 0.00
C 0.473 0.341 3.890 0.00
C -0.209 -0.443 2.926 0.00
C -1.009 -1.571 3.221 0.00
C -1.598 -2.289 2.190 0.00
C -1.378 -1.871 0.863 0.00
N -0.670 -0.797 0.566 0.05
C -0.085 -0.059 1.546 -0.01
H 0.065 2.044 -0.489 0.00
H 1.659 1.820 -0.410 0.00
H 1.960 2.657 1.859 0.00
H 1.771 2.007 4.259 0.00
H 0.369 0.070 4.944 0.00
H -1.150 -1.861 4.264 0.00
H -2.222 -3.162 2.364 0.00
H -1.789 -2.439 0.022 -0.01

---

[2]
30
Properties=species:S:1:pos:R:3:nbo_charge:R:1 method="wB97M-V/def2-TZVPD" multiplicity=1 total_energy_ha=-522.1833 e_above_lowest_kcal_mol=23.23 homo_energy_ev=-7.9 largest_force_ev_per_a=3.10
C -2.625 -0.788 -2.333 -0.64
C -1.249 -0.756 -0.119 -0.09
C -1.964 -0.120 -1.188 -0.10
C -1.018 0.192 0.870 0.13
C -2.280 1.130 -0.702 -0.01
C -0.147 -2.264 1.317 -0.23
C -0.013 -1.347 2.359 -0.23
C -0.836 -2.091 0.127 -0.20
C -0.509 -0.078 2.149 -0.22
N -1.706 1.360 0.542 -0.55
H 0.124 -3.307 1.483 0.21
H 0.440 -1.626 3.297 0.22
H -1.110 -2.916 -0.510 0.22
H -0.546 0.762 2.832 0.21
H -1.794 -1.043 -3.016 0.22
H -3.099 -0.072 -3.024 0.22
H -2.872 1.868 -1.222 0.21
H -2.085 2.032 1.184 0.41
H -3.313 -1.613 -2.217 0.22
C 2.900 1.279 -0.019 -0.38
C 2.753 -0.250 0.118 -0.62
C 1.634 1.960 -0.618 -0.61
H 3.778 1.429 -0.651 0.19
H 3.103 1.783 0.929 0.19
H 3.409 -0.522 0.956 0.20
H 1.754 -0.618 0.323 0.22
H 0.854 2.011 0.133 0.20
H 3.181 -0.749 -0.751 0.20
H 1.290 1.369 -1.461 0.21
H 1.945 2.984 -0.788 0.20

---

[3]
30
Properties=species:S:1:pos:R:3:nbo_charge:R:1 method="wB97M-V/def2-TZVPD" multiplicity=1 total_energy_ha=-522.1967 e_above_lowest_kcal_mol=14.81 homo_energy_ev=-7.8 largest_force_ev_per_a=1.93
C 1.195 1.656 -0.963 -0.40
C 1.863 2.854 -1.730 -0.60
C 1.923 1.328 0.319 -0.62
H 0.141 1.906 -0.883 0.20
H 1.349 0.801 -1.623 0.19
H 1.184 3.202 -2.496 0.20
H 2.965 1.654 0.346 0.20
H 1.482 1.718 1.240 0.20
H 2.746 2.429 -2.209 0.20
H 2.196 3.598 -1.011 0.20
H 1.901 0.281 0.475 0.22
C -2.727 1.004 0.612 -0.63
C -0.614 -1.957 -0.251 0.13
C -0.982 -0.911 0.622 -0.09
C -2.010 -0.144 -0.013 -0.09
C -2.206 -0.719 -1.234 -0.03
C 0.421 -2.856 -0.019 -0.23
C 0.951 -2.901 1.253 -0.22
C -0.440 -0.992 1.926 -0.19
C 0.470 -1.985 2.207 -0.24
N -1.435 -1.855 -1.345 -0.52
H -1.428 -2.438 -2.158 0.41
H 0.763 -3.476 -0.840 0.21
H -2.910 -0.434 -1.994 0.21
H 1.858 -3.449 1.453 0.22
H -0.632 -0.233 2.665 0.21
H -3.802 0.950 0.515 0.22
H -2.426 1.968 0.204 0.22
H 0.768 -2.051 3.247 0.21
H -2.564 1.051 1.686 0.22

---

[4]
30
Properties=species:S:1:pos:R:3:nbo_charge:R:1 method="wB97M-V/def2-TZVPD" multiplicity=1 total_energy_ha=-522.1726 e_above_lowest_kcal_mol=29.94 homo_energy_ev=-7.9 largest_force_ev_per_a=2.62
C -2.524 0.608 -0.660 -0.40
C -3.490 0.708 -1.892 -0.61
C -1.046 0.768 -1.106 -0.62
H -2.589 1.384 0.091 0.20
H -2.674 -0.383 -0.274 0.19
H -3.840 1.706 -2.098 0.21
H -0.927 1.805 -1.479 0.19
H -4.263 -0.053 -1.751 0.21
H -2.961 0.331 -2.774 0.20
H -0.240 0.634 -0.373 0.22
H -0.648 0.127 -1.899 0.20
C 1.914 2.229 1.616 -0.63
C 1.572 -0.189 0.603 -0.09
C 1.318 0.834 1.600 -0.09
C 0.835 -1.343 1.068 0.13
C 0.471 0.296 2.494 -0.01
C 2.372 -0.438 -0.532 -0.22
C 2.183 -1.629 -1.191 -0.22
C 1.178 -2.560 -0.946 -0.23
C 0.519 -2.477 0.274 -0.21
N 0.021 -0.946 2.156 -0.54
H 3.081 0.284 -0.900 0.22
H 2.764 -1.780 -2.114 0.21
H 1.064 -3.363 -1.660 0.22
H 2.888 2.018 2.074 0.22
H 1.316 2.922 2.229 0.22
H 0.199 0.762 3.440 0.20
H -0.254 -1.587 2.881 0.40
H -0.252 -3.190 0.554 0.22
H 2.012 2.522 0.570 0.22

---

[5]
30
Properties=species:S:1:pos:R:3:nbo_charge:R:1 method="wB97M-V/def2-TZVPD" multiplicity=1 total_energy_ha=-522.2078 e_above_lowest_kcal_mol=7.84 homo_energy_ev=-7.9 largest_force_ev_per_a=1.11
C 2.457 1.449 -2.210 -0.63
C 1.180 1.068 0.000 -0.13
C 2.330 0.838 -0.857 -0.08
C 1.451 0.449 1.230 0.21
C 3.225 0.169 -0.092 -0.03
C -1.045 1.525 0.799 -0.25
C -0.699 1.009 2.067 -0.21
C -0.120 1.529 -0.223 -0.18
C 0.541 0.448 2.283 -0.27
N 2.717 -0.091 1.155 -0.55
H -2.012 1.987 0.675 0.21
H -1.468 1.017 2.836 0.21
H -0.379 1.989 -1.171 0.21
H 0.746 -0.103 3.197 0.21
H 2.194 2.506 -2.133 0.22
H 1.781 1.041 -2.965 0.22
H 4.194 -0.203 -0.392 0.21
H 3.197 -0.486 1.941 0.41
H 3.482 1.439 -2.587 0.22
C -3.776 -1.796 -0.868 -0.39
C -3.035 -2.049 -2.188 -0.61
C -3.429 -2.878 0.175 -0.60
H -3.536 -0.823 -0.445 0.20
H -4.862 -1.818 -1.019 0.19
H -2.041 -2.436 -1.965 0.20
H -2.959 -1.128 -2.769 0.21
H -3.749 -2.557 1.176 0.20
H -3.976 -3.806 -0.007 0.20
H -3.620 -2.738 -2.798 0.20
H -2.356 -3.035 0.185 0.20

---

[6]
30
Properties=species:S:1:pos:R:3:nbo_charge:R:1 method="wB97M-V/def2-TZVPD" multiplicity=1 total_energy_ha=-522.1879 e_above_lowest_kcal_mol=20.33 homo_energy_ev=-7.7 largest_force_ev_per_a=2.98
C 2.462 2.147 -0.156 -0.39
C 1.885 3.262 -1.012 -0.61
C 3.949 2.396 0.208 -0.61
H 1.936 1.973 0.782 0.19
H 2.349 1.184 -0.664 0.20
H 0.879 2.965 -1.312 0.21
H 4.522 2.668 -0.677 0.20
H 4.157 3.181 0.935 0.20
H 2.514 3.393 -1.889 0.20
H 1.945 4.220 -0.491 0.20
H 4.255 1.460 0.684 0.21
C -2.386 1.454 -0.627 -0.63
C -1.144 -2.005 0.109 0.13
C -1.092 -0.598 0.254 -0.03
C -2.152 -0.004 -0.546 -0.11
C -2.800 -1.075 -1.103 -0.02
C -0.129 -2.795 0.576 -0.25
C 0.989 -2.147 1.106 -0.21
C -0.109 -0.023 1.021 -0.21
C 1.010 -0.804 1.435 -0.24
N -2.167 -2.264 -0.791 -0.54
H -2.524 -3.206 -0.766 0.41
H -0.040 -3.855 0.370 0.21
H -3.609 -1.064 -1.811 0.21
H 1.791 -2.761 1.512 0.21
H -0.107 1.019 1.308 0.21
H -3.452 1.612 -0.411 0.22
H -2.240 1.940 -1.591 0.22
H 1.809 -0.227 1.873 0.22
H -1.867 1.975 0.174 0.22

---

[7]
31
Properties=species:S:1:pos:R:3:nbo_charge:R:1 method="wB97M-V/def2-TZVPD" multiplicity=1 total_energy_ha=-576.4771 e_above_lowest_kcal_mol=157.93 homo_energy_ev=-12.0 total_charge=+1 largest_force_ev_per_a=4.69
C -2.863 0.551 -0.525 0.03
C -1.723 0.144 -0.528 0.05
C 1.610 -1.755 -0.493 -0.08
C 2.165 -0.758 -1.097 0.06
C 3.057 0.386 -1.520 -0.34
C 0.446 0.923 -1.426 -0.22
C 1.517 0.704 0.711 -0.23
C 0.239 -0.101 0.734 0.16
C 1.800 0.695 -0.775 -0.11
C -4.263 0.964 -0.643 -0.67
C 1.279 1.996 1.435 -0.61
C -0.572 -2.538 0.458 -0.41
N 0.657 -1.636 0.610 -0.40
N -0.341 0.005 -0.551 -0.51
H 1.870 -2.694 -0.772 0.22
H 3.927 0.464 -0.937 0.26
H 3.073 0.626 -2.511 0.26
H -0.048 1.951 -1.393 0.23
H 0.128 0.541 -2.527 0.25
H 2.309 0.188 1.316 0.23
H -0.556 -0.087 1.515 0.26
H -4.788 0.412 0.041 0.24
H -4.266 2.062 -0.519 0.25
H -4.599 0.756 -1.754 0.25
H 1.952 2.756 1.215 0.24
H 1.177 1.813 2.422 0.22
H 0.402 2.483 1.151 0.22
H -0.258 -3.385 -0.101 0.23
H -1.170 -2.796 1.293 0.24
H -1.094 -1.977 -0.252 0.24
H 1.344 -2.026 1.464 0.45